1.
DFT (the ωB97M-V functional and the def2-TZVPD basis) results for 9 unconnected molecules or ions with the total composition C3H26N2O8.

ORCA input file:
```
! wB97M-V def2-TZVPD RIJCOSX def2/J DEFGRID3
* xyz 0 1
C 1.88065 0.45759 -2.57290
N 1.53536 0.27788 -1.17422
C 0.50434 -0.69752 -0.84644
C 0.72507 -2.19320 -1.05803
N 0.93279 -2.85552 0.23267
H 2.07694 -0.49477 -3.07685
H 1.11218 1.05576 -3.06788
H 2.78344 1.06574 -2.65417
H 2.33876 0.29207 -0.54927
H -0.29638 -0.37302 -1.53298
H 0.07866 -0.46455 0.12539
H 1.62442 -2.38485 -1.64842
H -0.08305 -2.67255 -1.60557
H 1.86309 -2.95072 0.58550
H 0.24483 -3.38694 0.72662
O 2.98538 2.41021 1.26713
H 2.45654 1.69231 1.63044
H 3.85253 2.01129 1.13723
O -1.06690 2.32454 1.85948
H -0.55481 2.64749 1.08780
H -0.62149 2.77088 2.59065
O -3.54236 -1.71408 -1.03487
H -3.02810 -2.52616 -1.10722
H -3.94215 -1.83640 -0.16289
O -2.79296 0.13753 -3.30019
H -3.25517 -0.01925 -2.46707
H -2.74512 1.10005 -3.32621
O 3.24170 -0.32585 1.12334
H 4.01837 -0.50059 0.56310
H 2.86923 -1.21869 1.05899
O -1.25471 -1.65413 2.05960
H -1.07939 -0.75215 2.34468
H -0.65401 -2.33627 2.34675
O 0.21367 2.90980 -0.56488
H -0.30847 2.83556 -1.36508
H 0.75230 2.10566 -0.43999
O -2.64904 0.55436 3.27792
H -3.00840 -0.25972 2.91295
H -2.32746 1.14169 2.57231
*
```

Values from the calculation:
ΔE to the lowest compared entry with this formula, charge and spin ... 0.0 kcal/mol
Molar mass ... 218.25 g mol⁻¹
Orbital gap ... 8.6 eV
SMILES string ... CNCCN.O.O.O.O.O.O.O.O
LUMO level ... 0.00 eV

Atomic partial charges in e from the natural (NBO) method, atoms 1 to 5:
1 C -0.412
2 N -0.682
3 C -0.257
4 C -0.239
5 N -0.890

***

2.
DFT (the ωB97M-V functional and the def2-TZVPD basis) results for a molecular structure, C26H30F6MoN7O4S2.

ORCA input file:
```
! wB97M-V def2-TZVPD RIJCOSX def2/J DEFGRID3
* xyz 3 3
Mo -0.03017 -1.10227 1.47869
N 2.56722 -2.57634 4.39721
C 2.77034 -1.30751 4.90500
C 2.01079 -0.49408 4.12211
N 1.33849 -1.24370 3.20383
C 1.70497 -2.48672 3.40499
C 1.11467 -3.47550 2.58049
N 0.36332 -3.07199 1.51882
C -0.14852 -4.21215 0.91727
C 0.27357 -5.27218 1.61040
N 1.04144 -4.77069 2.64649
H 3.01431 -3.39792 4.73664
H 3.33571 -1.16700 5.80864
H 1.82669 0.55490 4.16089
H -0.89628 -4.20753 0.14545
H 0.09756 -6.32672 1.44976
H 1.52116 -5.38932 3.30039
C 3.37609 3.09172 -2.94298
C 4.11006 1.84745 -2.37825
C 5.47787 2.18970 -1.69416
C 4.36983 0.89552 -3.58337
C 3.21889 1.10373 -1.42741
C 3.63847 0.54583 -0.27749
C 2.73349 -0.13865 0.52508
N 1.43301 -0.40983 0.28079
C 1.01143 0.13246 -0.96425
C 1.85760 0.78208 -1.77017
C -0.46122 -0.05128 -1.24721
C -1.13057 0.45819 -2.29577
C -2.51887 0.28777 -2.41025
C -3.18017 -0.44880 -1.44566
C -2.42085 -0.89407 -0.36905
N -1.10930 -0.77454 -0.27111
C -3.22999 1.10700 -3.42538
C -2.63142 0.80936 -4.80827
C -3.02297 2.60989 -3.12041
C -4.77174 0.84099 -3.48523
H 4.08549 3.68171 -3.51529
H 2.96769 3.70361 -2.12992
H 2.53895 2.79639 -3.62036
H 5.93848 2.90731 -2.33624
H 6.08310 1.34286 -1.62275
H 5.30459 2.71760 -0.74522
H 5.05429 1.38228 -4.28228
H 3.50203 0.63892 -4.14079
H 4.82057 -0.06933 -3.36471
H 4.67198 0.59685 0.09609
H 3.12143 -0.56155 1.43239
H 1.39585 1.19031 -2.67139
H -0.59310 1.05130 -3.03805
H -4.24000 -0.68331 -1.53167
H -3.00164 -1.46532 0.36534
H -1.65747 1.24689 -4.97034
H -3.38826 1.18599 -5.54881
H -2.58771 -0.26022 -5.05015
H -1.97289 2.89284 -3.18408
H -3.44351 2.88860 -2.14893
H -3.43034 3.22538 -3.93631
H -5.00426 -0.21227 -3.71723
H -5.16009 1.43227 -4.27060
H -5.23709 1.06568 -2.51011
F -3.25364 2.48372 4.20383
C -2.37842 2.39362 3.23686
F -2.99086 2.01283 2.13525
F -1.64297 3.50867 3.06094
S -1.11497 1.07744 3.68157
O -0.66516 0.65776 2.29454
O -0.14337 1.57764 4.58538
N -1.99787 -0.04047 4.33006
S -2.34242 -1.49260 3.76428
O -1.76862 -1.63933 2.35162
O -2.00296 -2.61702 4.59001
C -4.25875 -1.22791 3.76116
F -4.84961 -2.29758 3.37152
F -4.49572 -0.85530 4.93899
F -4.51763 -0.27403 2.85892
*
```

Values from the calculation:
ΔE to the lowest compared entry with this formula, charge and spin ... 0.0 kcal/mol
<S²> ... 2.013
Molar mass ... 778.63 g mol⁻¹
Orbital gap (spin up / spin down) ... 6.5 / 7.2 eV
LUMO level (spin up / spin down) ... -11.42 / -10.73 eV

Atomic partial charges in e from the Mulliken method, atoms 1 to 5:
1 Mo -0.352
2 N -0.079
3 C -0.790
4 C -0.557
5 N 1.116

***

3.
DFT (the ωB97M-V functional and the def2-TZVPD basis) results for 8 unconnected molecules or ions with the total composition C16H25Cl3N6O3.

ORCA input file:
```
! wB97M-V def2-TZVPD RIJCOSX def2/J DEFGRID3
* xyz 0 1
C -4.73568 6.24023 -3.83440
O -4.27994 5.42462 -2.76272
C -4.53470 4.12915 -2.86918
O -5.21261 3.60395 -3.71245
O -3.84467 3.48599 -1.94329
C -3.82027 2.04502 -1.98206
H -5.75821 6.59770 -3.71769
H -4.51359 5.71376 -4.75976
H -4.15067 7.16186 -3.81288
H -3.47692 1.74478 -1.00083
H -3.05514 1.79953 -2.71676
H -4.78787 1.62831 -2.24545
Cl -0.87850 0.71818 -3.44033
C 0.26509 -0.58189 -3.68912
Cl -0.36435 -1.85468 -4.74658
Cl 0.91252 -1.25163 -2.13484
H 1.11845 -0.19364 -4.22750
C 0.73892 -2.72057 6.24287
C 0.96454 -1.67738 5.27180
N 1.15888 -0.83061 4.52439
H 1.61942 -3.35098 6.36660
H -0.04555 -3.43060 5.97750
H 0.44262 -2.25477 7.18239
C 3.75869 0.75116 4.22456
C 4.26800 -0.32483 5.06549
N 4.60652 -1.20376 5.72003
H 3.37214 0.38016 3.27577
H 4.56894 1.43327 3.96691
H 2.93720 1.23417 4.74732
C 4.99217 1.93944 -0.17709
C 4.00841 0.89267 0.11935
N 3.24226 0.07195 0.35103
H 4.51940 2.80611 -0.62761
H 5.77275 1.54536 -0.82812
H 5.53617 2.21347 0.72681
C -2.65596 -2.26328 -1.77030
C -2.00888 -2.91647 -0.62975
N -1.47614 -3.46574 0.22768
H -3.18675 -3.04799 -2.30785
H -1.85692 -1.85327 -2.37951
H -3.34734 -1.51687 -1.38836
C 1.79898 -4.34770 -0.74745
C 1.11757 -4.56500 -2.04483
N 0.58998 -4.77538 -3.04164
H 1.30344 -4.91773 0.03170
H 1.89079 -3.28391 -0.56615
H 2.76852 -4.82343 -0.91649
C 0.34246 -0.52602 1.44978
C -0.72759 0.00616 0.59519
N -1.60044 0.42343 -0.02194
H 0.81087 0.31545 1.94746
H 1.02148 -1.13257 0.86051
H -0.12848 -1.19515 2.16783
*
```

Values from the calculation:
ΔE to the lowest compared entry with this formula, charge and spin ... 0.0 kcal/mol
Molar mass ... 455.77 g mol⁻¹
Orbital gap ... 10.8 eV
SMILES string ... COC(=O)OC.ClC(Cl)Cl.CC#N.CC#N.CC#N.CC#N.CC#N.CC#N
LUMO level ... 0.21 eV

Atomic partial charges in e from the natural (NBO) method, atoms 1 to 5:
1 C -0.257
2 O -0.496
3 C 0.981
4 O -0.653
5 O -0.500

***

4.
DFT (the ωB97M-V functional and the def2-TZVPD basis) results for 3 unconnected molecules or ions with the total composition C6H12O.

ORCA input file:
```
! wB97M-V def2-TZVPD RIJCOSX def2/J DEFGRID3
* xyz 0 1
O 1.01405 -1.58161 0.41885
C 1.80878 -0.69417 1.16106
C 1.76306 0.77371 0.96529
C 1.22839 0.32604 2.06774
H 0.23737 -1.09390 0.10175
H 2.73762 -1.21083 1.40483
H 1.97543 1.61709 0.32198
H 0.68971 0.53267 2.98196
H -1.73298 -1.82368 1.94531
H -1.00191 -1.80839 1.80506
C -1.91542 -0.20457 -0.78140
C -1.10002 0.82485 -1.00397
C -0.19905 0.96240 -2.19602
H -2.56392 -0.24014 0.08959
H -1.97272 -1.04537 -1.47101
H -1.07984 1.64531 -0.28524
H -0.53314 1.78692 -2.83748
H -0.18609 0.04596 -2.79390
H 0.83066 1.18772 -1.89439
*
```

Values from the calculation:
ΔE to the lowest compared entry with this formula, charge and spin ... 106.3 kcal/mol
Molar mass ... 100.16 g mol⁻¹
Orbital gap ... 10.5 eV
SMILES string ... OC1C=C1.[H][H].C=CC
LUMO level ... 1.14 eV

Atomic partial charges in e from the natural (NBO) method, atoms 1 to 5:
1 O -0.728
2 C 0.063
3 C -0.220
4 C -0.208
5 H 0.478

***

5.
DFT (the ωB97M-V functional and the def2-TZVPD basis) results for 3 unconnected molecules or ions with the total composition C27H52ClN4O5P2.

ORCA input file:
```
! wB97M-V def2-TZVPD RIJCOSX def2/J DEFGRID3
* xyz 1 1
C 1.12689 -2.56004 3.48728
C 2.04094 -2.40066 4.29091
C 3.34298 -2.11054 5.14063
C 3.73135 -0.59069 4.86402
C 4.80916 -0.39804 3.67247
C 4.07590 -0.65645 2.29082
C 3.48444 0.55887 1.62032
C 3.59044 2.03069 2.16639
C 2.62179 2.37613 3.37657
C 1.07879 2.10718 3.09447
Cl 2.76865 4.20990 3.61742
C 2.72906 0.37287 0.31987
C 2.02824 1.54215 -0.46518
O 2.46634 1.92678 -1.52115
O 0.85537 2.10643 0.08151
P -0.52723 1.15146 -0.29311
C -1.06608 1.50617 -2.05493
C -1.92026 1.40200 0.92861
C 2.65517 -1.03733 -0.24555
P 1.76607 -1.27507 -1.89130
N 1.89126 -2.74274 -2.51025
C 3.28811 -2.15515 0.51783
N 3.98567 -1.95389 1.72759
C 4.59590 -3.16181 2.34125
C 5.27546 -4.15373 1.29823
C 6.28652 -5.18955 1.99017
O 5.60832 -6.23529 2.70166
H 0.08372 -2.56927 3.07577
H 3.04802 -2.21655 6.22451
H 4.16292 -2.85529 4.94503
H 4.10637 -0.09739 5.81394
H 2.78530 -0.08862 4.47853
H 5.14249 0.68697 3.76275
H 5.73835 -1.01865 3.81305
H 3.40043 2.79520 1.34334
H 4.66777 2.22069 2.48917
H 2.97852 1.94085 4.36390
H 0.54745 2.14276 4.09848
H 0.70247 3.02155 2.52924
H 0.86994 1.16856 2.50801
H -1.88264 0.79402 -2.36575
H -0.17074 1.26701 -2.72150
H -1.30880 2.59710 -2.22776
H -2.24410 2.47180 1.08635
H -2.84490 0.84758 0.51204
H -1.68356 0.88598 1.91089
H 2.41498 -0.38002 -2.81947
H 0.37016 -0.99040 -1.75430
H 2.42966 -3.32513 -1.85960
H 3.16716 -3.17773 0.05549
H 5.40902 -2.88534 3.08860
H 3.85506 -3.78425 2.93785
H 5.76490 -3.64886 0.41560
H 4.43124 -4.80547 0.88574
H 6.97044 -5.61243 1.18014
H 6.92326 -4.64080 2.74415
H 5.01332 -6.73683 2.11379
C -8.07019 -0.62149 1.60028
C -7.49540 0.39984 0.62215
C -6.19677 -0.06684 -0.06523
O -5.03683 -0.00389 0.76028
C -4.89347 -1.09363 1.65669
N -7.30741 1.67619 1.32226
H -7.53330 -0.64165 2.54989
H -9.10954 -0.37539 1.83182
H -8.05267 -1.62781 1.17410
H -8.24243 0.54835 -0.16368
H -5.99746 0.61134 -0.90086
H -6.30786 -1.06855 -0.49807
H -5.25683 -2.03106 1.22784
H -5.40566 -0.87896 2.59642
H -3.83030 -1.20437 1.88272
H -7.02582 2.38266 0.64541
H -6.48815 1.57709 1.92078
C -2.28270 2.69952 -8.16299
C -1.72595 3.54659 -7.02167
C -1.06014 2.71725 -5.90552
O -1.97426 2.05686 -5.03616
C -2.50293 0.84505 -5.54956
N -2.79805 4.39909 -6.49450
H -3.22844 2.21969 -7.90693
H -2.47496 3.32729 -9.03677
H -1.57271 1.92327 -8.45968
H -0.95372 4.19406 -7.44876
H -0.49599 3.40545 -5.26766
H -0.33236 2.00446 -6.31337
H -1.77377 0.30096 -6.15590
H -3.40829 1.04262 -6.12638
H -2.78694 0.21703 -4.70203
H -2.40117 5.03733 -5.80778
H -3.41497 3.80494 -5.94162
*
```

Values from the calculation:
Molar mass ... 610.14 g mol⁻¹
Orbital gap ... 6.1 eV
LUMO level ... -4.52 eV

Atomic partial charges in e from the Mulliken method, atoms 1 to 5:
1 C 0.167
2 C -0.687
3 C -0.636
4 C -0.507
5 C -1.139

***

6.
DFT (the ωB97M-V functional and the def2-TZVPD basis) results for a molecular structure, C24H48AgF2LiO14PS6.

ORCA input file:
```
! wB97M-V def2-TZVPD RIJCOSX def2/J DEFGRID3
* xyz 1 1
Li 2.87088 -3.06786 0.88280
Ag 4.06955 1.77744 -1.81773
O 1.59954 -1.47485 0.76424
P 1.38645 -0.05488 0.25994
O 2.57568 0.80720 -0.03843
F 0.32957 0.75707 1.19216
F 0.51671 -0.22544 -1.06988
C -2.57705 0.39177 -1.83713
C -2.79538 0.17926 -0.36895
C -4.14315 -0.44869 0.00182
S -5.10796 -0.61502 -1.54656
O -6.47919 -0.07646 -1.29888
O -4.86860 -1.94211 -2.20794
C -4.03537 0.67066 -2.43225
H -2.11141 -0.52022 -2.21068
H -1.88964 1.22564 -1.97930
H -2.66997 1.15469 0.10106
H -1.99909 -0.46902 -0.00323
H -4.69980 0.26487 0.60934
H -4.08491 -1.39230 0.54433
H -4.47840 1.61466 -2.11493
H -4.25573 0.49470 -3.48515
C -0.85256 1.39430 -5.08371
C -0.39438 2.50176 -6.12618
C 0.86894 3.21018 -5.55353
S 1.83455 1.90039 -4.73902
O 2.47510 2.40669 -3.53037
O 2.65511 1.13361 -5.73707
C 0.40166 0.84048 -4.30664
H -1.44127 0.54714 -5.43561
H -1.40487 1.98460 -4.35254
H -1.23612 3.10500 -6.46627
H -0.15252 2.04224 -7.08454
H 0.60057 3.98326 -4.83352
H 1.50445 3.74573 -6.25882
H 0.21942 1.09467 -3.26247
H 0.65953 -0.21742 -4.35602
C -0.35622 -2.19338 3.38115
C -0.79625 -3.09338 4.59614
C -1.02551 -2.10088 5.74095
S -1.80980 -0.67810 4.92760
O -1.23913 0.55338 5.51442
O -3.26363 -0.73260 4.82633
C -1.28235 -0.92742 3.21320
H -0.40960 -2.82483 2.49430
H 0.65589 -1.82443 3.54737
H -0.02600 -3.80915 4.88334
H -1.71233 -3.60028 4.29289
H -0.00464 -1.78009 5.94838
H -1.47495 -2.28410 6.71692
H -1.08642 0.03957 2.74991
H -2.18660 -1.27520 2.71373
C -2.10071 -3.78076 -1.36967
C -1.82662 -4.84618 -0.31365
C -0.41467 -5.43971 -0.65069
S 0.56472 -4.15823 -1.52651
O 0.77417 -4.62198 -2.87911
O 1.69008 -3.74575 -0.67786
C -0.81598 -2.93552 -1.54067
H -3.05069 -3.29156 -1.15445
H -2.45907 -4.22951 -2.29612
H -2.54089 -5.66234 -0.42231
H -1.95791 -4.42445 0.68286
H -0.47614 -6.25132 -1.37567
H 0.18975 -5.74480 0.20354
H -0.74355 -2.32408 -2.44012
H -0.71181 -2.28962 -0.66885
C 4.27790 1.40770 2.93921
C 3.41287 1.01320 4.15080
C 2.92962 -0.42426 3.94307
S 4.34359 -1.30421 3.33748
O 3.93350 -2.30519 2.35124
O 5.25568 -1.73636 4.42454
C 4.99697 0.15015 2.46979
H 4.92530 2.21075 3.29146
H 3.75223 1.79488 2.06636
H 2.56280 1.68074 4.29180
H 4.06116 1.04690 5.02640
H 2.18657 -0.39414 3.14614
H 2.43459 -0.90911 4.78446
H 4.85563 -0.15571 1.43317
H 6.05263 0.07770 2.73138
C -0.52854 3.25221 -0.78089
C -0.36514 3.67645 0.68856
C 1.12397 3.89491 1.03648
S 1.76466 4.62190 -0.58593
O 2.92030 3.84115 -1.02310
O 1.84445 6.10529 -0.55338
C 0.21863 4.27207 -1.64576
H -1.53826 3.37318 -1.17325
H -0.17137 2.25144 -1.02380
H -0.78471 2.89099 1.31713
H -0.93781 4.59585 0.81040
H 1.64134 2.93870 1.11462
H 1.58163 4.47363 1.83881
H 0.56567 3.98827 -2.63930
H -0.30939 5.22389 -1.70356
*
```

Values from the calculation:
ΔE to the lowest compared entry with this formula, charge and spin ... 0.0 kcal/mol
Molar mass ... 936.82 g mol⁻¹
Orbital gap ... 8.6 eV
LUMO level ... -3.79 eV

Atomic partial charges in e from the Mulliken method, atoms 1 to 5:
1 Li 1.045
2 Ag 0.569
3 O -0.157
4 P -0.216
5 O -0.031

***

Among the records above, which one has the highest molar mass?
C24H48AgF2LiO14PS6